Record 1
Here is a gas-phase ion, C18H16Cl2N3O (charge +1) from OMol25. Energies are from wB97M-V/def2-TZVPD.

Results
Charge: +1
HOMO energy, eV: -12.07
SMILES: O=C(CN1C2=[NH+]CCCN2c2ccccc21)c1ccc(Cl)cc1Cl
Energy above the lowest of the compared OMol25 structures with the same formula, charge and spin, kcal per mole: 0.0
Electronic energy, Ha: -1855.24919
Frontier orbital gap, eV: 9.3

```
40
Properties=species:S:1:pos:R:3:mulliken_charge:R:1
O -1.93373 1.09093 -2.96055 -0.5081
C -1.43678 0.46220 -2.07527 -0.0908
C -2.28387 -0.29079 -1.02742 -1.1001
N -1.74290 -0.09927 0.29283 0.1627
C -0.97235 -0.93554 1.01699 -0.0366
N -0.65277 -2.19247 0.71845 -0.0295
C 0.25485 -2.92675 1.58651 -0.6477
C 0.01646 -2.50723 3.03336 -0.8526
C 0.20487 -0.99927 3.17144 -0.5086
N -0.59892 -0.34215 2.16434 0.3335
C -1.11649 0.94506 2.18392 0.6512
C -1.02032 1.96818 3.11033 -0.9539
C -1.66258 3.15508 2.80135 -0.6313
C -2.36955 3.31571 1.61282 -0.8159
C -2.46869 2.29501 0.68239 -0.6045
C -1.83350 1.10509 0.98964 0.7562
C 0.03103 0.38660 -1.80647 0.0215
C 0.70857 1.55077 -1.45069 -0.1876
C 2.05115 1.52195 -1.12831 -0.7907
C 2.74401 0.31798 -1.18149 0.3119
Cl 4.41114 0.25997 -0.77137 -0.1771
C 2.09771 -0.84829 -1.57440 -0.7904
C 0.74836 -0.80563 -1.87709 0.9342
Cl -0.02673 -2.26624 -2.42492 -0.1666
H -3.30526 0.09857 -1.06255 0.4973
H -2.31208 -1.35164 -1.28121 0.6229
H -0.75539 -2.51991 -0.23525 0.2357
H 0.05364 -3.99084 1.45858 0.4295
H 1.29392 -2.73152 1.29709 0.2764
H 0.71014 -3.02827 3.68986 0.3924
H -1.00028 -2.77621 3.32350 0.3404
H -0.11858 -0.65572 4.15588 0.4305
H 1.25602 -0.72282 3.03471 0.2921
H -0.47004 1.85231 4.02926 0.4314
H -1.61225 3.97632 3.49793 0.4183
H -2.85194 4.25844 1.41102 0.4315
H -3.01324 2.42963 -0.23762 0.4447
H 0.16534 2.48283 -1.42488 0.4883
H 2.56423 2.42757 -0.84888 0.4828
H 2.64671 -1.77286 -1.65406 0.5064
```

***

Record 2
Here is 2 unconnected molecules or ions with the total composition C18H16ClF3NO3S2 in a non-equilibrium geometry from OMol25. Energies are from wB97M-V/def2-TZVPD.

Results
Charge: -1
HOMO energy, eV: -3.35
Electronic energy, Ha: -2532.10852
Frontier orbital gap, eV: 6.0

```
44
Properties=species:S:1:pos:R:3:mulliken_charge:R:1
N 3.70865 -0.30422 4.73641 -0.5849
C 2.80628 -0.53882 4.02371 0.0336
C 1.68640 -0.82697 3.17762 0.2211
C 0.85638 0.20408 2.73701 -0.7880
C -0.25245 -0.09496 1.95258 0.9616
C -0.54374 -1.40154 1.60114 -0.4620
S -2.05348 -1.76583 0.67023 1.4185
C -3.27949 -1.01153 1.68302 -0.8395
Cl -4.81838 -0.85310 0.97482 -0.2290
O -1.85471 -1.01124 -0.55553 -0.6597
O -2.19316 -3.20327 0.57744 -0.7274
C 0.25446 -2.44314 2.06518 -0.4635
C 1.36142 -2.15242 2.86686 -0.6369
H 1.06490 1.23737 3.00186 0.4829
H -0.89594 0.71317 1.61778 -0.1225
H -3.29770 -1.40321 2.70983 0.4752
H 0.03158 -3.47259 1.80260 0.4917
H 1.97091 -2.97168 3.24541 0.4292
C -2.50139 4.63857 -0.34576 -1.8166
C -2.02321 3.22395 -0.09128 1.5453
C -2.73162 2.32599 -1.09111 -1.7542
C -0.49951 3.23891 -0.16054 0.3785
C 0.27942 3.49023 0.97464 -0.2986
C 1.66352 3.33662 0.90019 -0.4491
C 2.26170 3.10589 -0.34324 -0.5482
C 1.47123 2.97882 -1.49749 -0.6783
C 0.08780 3.04939 -1.40843 -0.4694
O -2.25113 2.94549 1.30479 -0.3128
S -3.11929 1.61443 1.95251 0.2819
C -3.46851 2.56348 3.45332 0.5380
F -4.08542 3.75988 3.19688 -0.2372
F -4.33732 1.80639 4.18250 -0.2456
F -2.36478 2.82400 4.20964 -0.2422
H -2.28689 4.88998 -1.39913 0.3778
H -3.57292 4.72262 -0.12473 0.4156
H -1.98064 5.34169 0.31958 0.4039
H -2.59119 2.77761 -2.08442 0.5445
H -2.34868 1.30328 -1.11606 0.3598
H -3.80461 2.27509 -0.86783 0.4569
H -0.16821 3.76978 1.93195 0.3788
H 2.25024 3.40366 1.81812 0.3983
H 3.34454 3.00153 -0.42508 0.3647
H 1.90718 2.79919 -2.48451 0.3552
H -0.56800 2.95333 -2.27761 0.2526
```

***

Record 3
Here is a molecular structure, C18H16ClMoN4O3 in a non-equilibrium geometry from OMol25. Energies are from wB97M-V/def2-TZVPD.

Results
Charge: +3
HOMO energy (alpha / beta), eV: -17.52 / -17.65
Energy above the lowest of the compared OMol25 structures with the same formula, charge and spin, kcal per mole: 22.6
Electronic energy, Ha: -1667.65192
Frontier orbital gap (alpha / beta), eV: 5.1 / 6.4
Spin multiplicity: 3

```
43
Properties=species:S:1:pos:R:3:mulliken_spin:R:1
Mo 0.01725 0.13318 -0.25588 2.3223
Cl 7.24462 1.32556 -0.48920 -0.0517
C 5.55801 1.27472 -0.39203 -0.0983
C 4.84535 2.43899 -0.06474 0.0360
C 3.46928 2.42077 0.03906 -0.0096
C 2.81857 1.22766 -0.20242 -0.0581
O 1.47284 1.10760 -0.11307 -0.1937
C 3.49997 0.05152 -0.54723 0.0133
C 2.77682 -1.15986 -0.78270 0.0662
N 1.48519 -1.32395 -0.71333 -0.1093
C 0.96174 -2.64386 -0.99286 -0.0268
C 1.66740 -3.81532 -1.07281 -0.0017
C 1.01446 -5.01344 -1.41937 0.0019
C -0.32265 -5.02404 -1.69797 -0.0100
C -1.07107 -3.82841 -1.60915 -0.0101
C -2.44509 -3.74341 -1.91566 0.0201
C -3.09314 -2.53512 -1.82042 0.0069
C -2.39776 -1.42258 -1.37933 0.0231
N -1.09151 -1.45510 -1.06199 0.0144
C -0.41622 -2.65259 -1.22188 0.0189
C 4.88488 0.08222 -0.63634 0.0194
H 5.38895 3.35980 0.10565 0.0010
H 2.91655 3.31741 0.28746 0.0027
H 3.37871 -2.01629 -1.06322 0.0015
H 2.72930 -3.86487 -0.86932 -0.0004
H 1.58985 -5.92773 -1.47128 -0.0002
H -0.82073 -5.94277 -1.98297 0.0003
H -2.98050 -4.63106 -2.23301 0.0001
H -4.14144 -2.43547 -2.06578 0.0002
H -2.90740 -0.48097 -1.26584 -0.0123
H 5.44442 -0.81109 -0.88872 0.0011
C -4.80058 1.83526 1.65682 -0.0006
O -3.72470 1.15400 0.92037 0.0050
C -2.51555 1.57593 0.93900 0.0082
O -1.67204 0.85273 0.27460 0.0077
N -2.13796 2.65702 1.57729 0.0082
N -0.79179 3.05151 1.55574 0.0032
H -5.67265 1.21222 1.51634 0.0000
H -4.96567 2.81877 1.22021 0.0005
H -4.54431 1.88643 2.71356 0.0004
H -2.82883 3.21618 2.06139 -0.0001
H -0.47493 3.17389 2.51199 0.0000
H -0.71733 3.94180 1.07365 0.0005
```

***

Record 4
Here is 2 unconnected molecules or ions with the total composition C18H16F4N in a non-equilibrium geometry from OMol25. Energies are from wB97M-V/def2-TZVPD.

Results
Charge: +1
HOMO energy, eV: -12.55
Energy above the lowest of the compared OMol25 structures with the same formula, charge and spin, kcal per mole: 44.9
Electronic energy, Ha: -1149.38799
Frontier orbital gap, eV: 6.5

```
39
Properties=species:S:1:pos:R:3:mulliken_charge:R:1
C 3.60807 -0.07803 3.63023 -0.7974
C 2.70528 -0.01915 2.64352 -0.0749
C 2.88878 -0.79282 1.36497 -0.4826
N 1.66511 -1.44391 0.88088 -0.4478
H 3.51785 0.50413 4.54697 0.2660
H 4.47992 -0.72977 3.52511 0.2426
H 1.78447 0.57345 2.69010 0.2945
H 3.21641 -0.11381 0.56557 0.1914
H 3.67462 -1.55017 1.50816 0.3571
H 0.89894 -1.37836 1.54712 0.2944
H 1.82789 -2.42605 0.67283 0.2684
F -4.29721 -3.36691 -0.39279 -0.2862
C -2.93513 -3.41872 -0.59474 0.4361
C -2.35246 -4.66793 -0.81116 -0.6919
C -0.97657 -4.66872 -1.05512 0.3021
F -0.36468 -5.88160 -1.28525 -0.2885
C -0.20376 -3.51808 -1.08425 -0.7534
C -0.81525 -2.25632 -0.83925 1.0834
C -0.03859 -1.05399 -0.86707 -0.3850
C -0.60857 0.21940 -0.83787 -0.0536
C 0.13999 1.38403 -0.93127 -0.2580
C -0.40828 2.69921 -0.87727 0.9949
C 0.43627 3.83203 -1.05912 -0.8047
C -0.10438 5.10454 -0.99030 0.3315
F 0.72618 6.18826 -1.17164 -0.2860
C -1.46069 5.35070 -0.75122 -0.6626
C -2.27183 4.22743 -0.58100 0.4501
F -3.61695 4.42333 -0.35570 -0.2881
C -1.79522 2.92486 -0.63321 -0.8757
C -2.21705 -2.22865 -0.58223 -0.8953
H -2.93972 -5.58145 -0.81639 0.4897
H 0.86511 -3.56731 -1.29253 0.5180
H 1.01948 -1.13044 -1.11567 0.4683
H -1.69318 0.31214 -0.77660 0.0656
H 1.22324 1.29827 -1.05071 0.3633
H 1.49579 3.67501 -1.25839 0.4502
H -1.86366 6.35734 -0.70597 0.4895
H -2.47961 2.08886 -0.48974 0.4901
H -2.73064 -1.29079 -0.36902 0.4848
```

***

Record 5
Here is a molecular structure, C18H16I2IrN9OS from OMol25. Energies are from wB97M-V/def2-TZVPD.

Results
Charge: +2
HOMO energy (alpha / beta), eV: -12.97 / -13.42
Electronic energy, Ha: -2360.94561
Frontier orbital gap (alpha / beta), eV: 7.2 / 5.6
Spin multiplicity: 5

```
48
Properties=species:S:1:pos:R:3:mulliken_spin:R:1
Ir -0.18087 0.05586 0.53603 2.3591
I -1.32367 0.48498 -4.79088 0.0430
C -0.83551 -1.19949 -3.72026 0.2014
C -0.74527 -2.42805 -4.34375 -0.0908
C -0.40898 -3.57899 -3.63566 0.2709
I -0.31299 -5.34082 -4.67542 0.0924
C -0.13739 -3.52869 -2.21865 -0.0207
C 0.20967 -4.64173 -1.43472 0.0578
C 0.43967 -4.47536 -0.09249 -0.0115
C 0.32996 -3.19919 0.46065 -0.0055
N 0.01455 -2.13506 -0.25834 0.1596
C -0.22082 -2.29203 -1.57350 0.0491
C -0.58529 -1.07574 -2.31081 0.1460
O -0.66992 0.00918 -1.70098 0.3310
H -0.93854 -2.49971 -5.40516 0.0025
H 0.29379 -5.61914 -1.88988 0.0075
H 0.70458 -5.31279 0.53677 0.0018
H 0.49854 -3.03670 1.51697 -0.0008
N -2.86944 1.74730 3.43354 0.0071
C -3.42522 2.50189 2.42436 -0.0066
C -2.71642 2.20488 1.30455 0.0016
N -1.71833 1.31030 1.62303 0.0711
C -1.84697 1.04803 2.91038 0.0222
C -0.92874 0.11223 3.53795 -0.0064
N -0.04482 -0.50594 2.78439 0.0614
C 0.73395 -1.25581 3.63429 -0.0053
C 0.28615 -1.09912 4.90899 -0.0043
N -0.76498 -0.21464 4.83418 0.0056
H -3.19550 1.72970 4.38636 0.0019
H -4.26682 3.15078 2.58950 0.0002
H -2.87244 2.56391 0.30182 0.0008
H 1.57454 -1.83296 3.28937 0.0001
H 0.62156 -1.51323 5.84322 -0.0004
H -1.29515 0.11932 5.62257 0.0020
C 1.57737 4.44388 -2.35272 0.0003
C 2.27817 3.29991 -1.72374 -0.0015
N 3.53390 3.01950 -1.82417 0.0030
N 3.69831 1.88194 -1.07752 0.0103
C 2.57750 1.44193 -0.51348 -0.0136
S 2.34457 0.10707 0.48918 0.1883
N 1.65109 2.34678 -0.92932 -0.0102
N 0.31346 2.26818 -0.55365 0.0860
H 2.30031 5.02192 -2.92186 0.0002
H 1.12715 5.09380 -1.60109 0.0000
H 0.79443 4.09878 -3.02974 0.0001
H 4.61176 1.46444 -0.99447 0.0025
H -0.26838 2.16988 -1.38204 -0.0077
H 0.05752 3.08887 -0.01382 -0.0017
```

***

Record 6
Here is a single C18H16N2O2 molecule from OMol25. Energies are from wB97M-V/def2-TZVPD.

Results
HOMO energy, eV: -8.58
SMILES: C[C@@H](NC(=O)c1cc(=O)[nH]c2ccccc12)c1ccccc1
Energy above the lowest of the compared OMol25 structures with the same formula, charge and spin, kcal per mole: 1.6
Electronic energy, Ha: -955.57201
Frontier orbital gap, eV: 8.5

```
38
Properties=species:S:1:pos:R:3:mulliken_charge:R:1
C 1.23831 2.55414 -1.82564 -1.4633
C 0.10498 2.10994 -0.90070 -0.3551
N 0.32510 0.74624 -0.45388 -0.1348
C -0.60509 -0.22367 -0.57351 0.1584
O -1.66513 -0.07109 -1.14577 -0.6554
C -0.19317 -1.51843 0.06907 0.8764
C 0.27783 -1.51006 1.33812 -0.2571
C 0.66891 -2.72164 2.03715 -0.2223
O 1.11549 -2.77018 3.16752 -0.6930
N 0.50903 -3.87478 1.29639 -0.0187
C 0.02747 -3.94407 0.01866 0.1296
C -0.09422 -5.17538 -0.63002 -0.7202
C -0.57791 -5.23054 -1.91713 -0.5574
C -0.94951 -4.06305 -2.58081 -0.8416
C -0.83299 -2.84333 -1.95633 -0.7179
C -0.34524 -2.75761 -0.64640 0.9436
C -0.03363 3.03731 0.28631 0.6272
C -1.17477 3.81190 0.44177 -0.3501
C -1.30660 4.66145 1.52641 -0.6098
C -0.29957 4.74133 2.47249 -0.3980
C 0.84022 3.96892 2.32810 -0.7929
C 0.97248 3.12356 1.24129 -0.2356
H 1.04613 3.56215 -2.18320 0.3827
H 1.30969 1.88533 -2.68001 0.4209
H 2.18927 2.55173 -1.29752 0.3118
H -0.83808 2.08738 -1.45671 0.5550
H 1.17305 0.55735 0.05684 0.3441
H 0.36431 -0.59632 1.90778 0.6392
H 0.76700 -4.73759 1.76156 0.1927
H 0.19372 -6.07729 -0.10932 0.3671
H -0.67142 -6.18451 -2.41386 0.3908
H -1.33126 -4.11872 -3.58845 0.3994
H -1.13553 -1.93990 -2.46042 0.4735
H -1.96600 3.74540 -0.29059 0.3572
H -2.19957 5.25906 1.63480 0.3840
H -0.40245 5.40123 3.32097 0.3850
H 1.62879 4.02429 3.06415 0.3702
H 1.87036 2.52945 1.14088 0.3145
```

***

Record 7
Here is a single C18H16N2O3 molecule in a non-equilibrium geometry from OMol25. Energies are from wB97M-V/def2-TZVPD.

Results
HOMO energy, eV: -8.61
SMILES: Cc1cccc(NC(=O)CCN2C(=O)c3ccccc3C2=O)c1
Energy above the lowest of the compared OMol25 structures with the same formula, charge and spin, kcal per mole: 305.1
Electronic energy, Ha: -1030.34088
Frontier orbital gap, eV: 7.1

```
39
Properties=species:S:1:pos:R:3:mulliken_charge:R:1
C -0.76029 0.04788 5.01412 -1.8060
C -0.02621 0.65818 3.69506 0.9808
C 0.06548 2.04266 3.87639 -1.0940
C 0.83483 2.59713 2.71000 -0.4352
C 1.35139 1.94177 1.57990 -1.1730
C 1.14112 0.37551 1.68435 0.2202
N 1.80909 -0.61406 0.77040 -0.0902
C 1.50110 -1.73358 0.48682 0.6835
O 0.50380 -2.22311 1.01477 -0.7547
C 2.09683 -2.42497 -0.79963 -1.1369
C 2.17969 -1.33682 -2.05826 -0.8911
N 0.71500 -0.91165 -2.20035 0.3461
C 0.32492 0.53397 -2.06106 0.4831
O 1.17390 1.26670 -1.55013 -0.6614
C -0.84917 0.54988 -2.56551 0.4265
C -1.81665 1.59009 -2.32196 -0.8424
C -3.01652 1.59816 -2.80934 -0.4632
C -3.53822 0.15165 -3.14392 -0.4171
C -2.63992 -0.91950 -3.33738 -0.9573
C -1.45140 -0.77173 -2.80539 0.5442
C 0.02444 -1.55320 -2.93214 0.6067
O -0.19581 -2.76776 -3.26953 -0.6943
C 0.52072 -0.24539 2.67899 0.2233
H -1.00661 -0.75327 4.72480 0.6979
H -1.64492 0.59240 5.45477 0.3230
H 0.03774 -0.05197 5.87890 0.2579
H -0.01314 2.77867 4.48493 0.5098
H 1.17647 3.67684 2.57416 0.2259
H 1.85367 2.14882 0.74369 0.7657
H 2.19650 0.09252 0.08976 0.2987
H 3.09603 -2.62147 -0.51534 0.4948
H 1.48927 -3.15476 -1.00951 0.5437
H 2.51348 -2.08295 -2.92369 0.3345
H 2.87544 -0.49238 -1.92395 0.4368
H -1.50993 2.62042 -2.01935 0.3003
H -3.84842 2.32900 -2.68012 0.3552
H -4.42940 0.09813 -3.68815 0.4130
H -3.14938 -1.62307 -3.72293 0.6446
H 0.41511 -1.40877 2.87582 0.3007
```

***

Record 8
Here is a single C18H16N4O2 molecule in a non-equilibrium geometry from OMol25. Energies are from wB97M-V/def2-TZVPD.

Results
HOMO energy, eV: -9.81
SMILES: [H]/N=C1/O[C@]2(C)O[C@H](CC)[C@@]1(C#N)C(C#N)(C#N)[C@@H]2c1ccccc1
Energy above the lowest of the compared OMol25 structures with the same formula, charge and spin, kcal per mole: 77.2
Electronic energy, Ha: -1064.90348
Frontier orbital gap, eV: 10.2

```
40
Properties=species:S:1:pos:R:3:mulliken_charge:R:1
H 3.81231 -0.43489 -1.46271 0.2892
N 3.29655 0.05211 -0.71789 -0.8848
C 2.04553 -0.09370 -0.48304 0.2330
O 1.59616 0.68692 0.50446 -0.3870
C 0.35323 0.28540 0.99256 1.2942
C -0.05445 1.09226 2.22213 -1.7810
O 0.45195 -1.03855 1.44947 -0.4444
C 0.83162 -2.02220 0.34091 -0.4463
C 2.07077 -2.97133 0.80708 -0.6182
C 1.63070 -3.75898 2.05995 -1.3756
C 1.12641 -1.14968 -0.97255 1.0860
C 1.69822 -1.95843 -1.95439 -0.4176
N 2.23774 -2.47668 -2.87209 -0.5892
C -0.21816 -0.40691 -1.40787 2.0556
C 0.14841 0.31360 -2.63041 -0.2957
N 0.38191 1.05127 -3.48128 -0.6351
C -1.20165 -1.34397 -1.94302 -0.2547
N -1.87444 -2.23054 -2.11749 -0.5778
C -0.86253 0.31146 -0.09784 -0.1355
C -1.61771 1.54885 -0.44065 -0.0881
C -3.02216 1.67099 -0.33226 -0.3435
C -3.64016 2.90383 -0.47502 -0.7230
C -2.81400 4.04762 -0.42993 -0.4677
C -1.45460 3.94780 -0.53366 -0.7125
C -0.83634 2.71000 -0.50607 -0.2399
H 0.63439 1.12996 3.07658 0.4694
H -0.12496 2.18737 2.01566 0.3369
H -0.98338 0.68591 2.64848 0.3545
H 0.04036 -2.68506 0.02546 0.6477
H 2.32747 -3.68245 0.08810 0.4486
H 3.00376 -2.42047 1.08003 0.3470
H 2.45343 -4.28723 2.54515 0.4437
H 0.89562 -4.51417 1.79396 0.3268
H 1.34793 -3.11513 2.84757 0.3450
H -1.56959 -0.39394 0.29628 0.8679
H -3.63079 0.76746 -0.09970 0.3429
H -4.74446 3.06668 -0.38877 0.3211
H -3.22377 4.99684 -0.47557 0.4484
H -0.78623 4.79620 -0.50245 0.3794
H 0.27494 2.73181 -0.46918 0.3803
```